No. 1
This record from OMol25 describes C20H20ClN3O4 in the gas phase. The level of theory is ωB97M-V with the def2-TZVPD basis set.

Element x y z (Å)
C  2.200  3.322  1.159
C  1.006  3.163  0.266
N  0.888  2.417  -0.753
N  1.843  1.592  -1.231
C  1.474  0.632  -2.131
O  0.349  0.518  -2.548
C  2.635  -0.278  -2.516
C  3.232  -0.895  -1.282
C  4.544  -0.638  -0.904
C  5.070  -1.186  0.253
C  4.272  -1.994  1.045
C  2.958  -2.259  0.688
C  2.447  -1.709  -0.472
H  1.424  -1.909  -0.755
H  2.345  -2.888  1.313
Cl  4.920  -2.678  2.495
H  6.092  -0.989  0.538
H  5.171  -0.010  -1.523
H  3.382  0.303  -3.060
H  2.239  -1.048  -3.180
H  2.780  1.575  -0.832
C  -0.235  3.914  0.641
H  -0.027  4.678  1.388
H  -0.681  4.374  -0.241
C  -1.279  2.937  1.226
O  -1.728  3.084  2.341
N  -1.593  1.961  0.350
C  -2.407  0.839  0.544
C  -2.321  -0.180  -0.399
C  -3.098  -1.321  -0.268
C  -3.960  -1.454  0.825
C  -4.052  -0.421  1.749
C  -3.289  0.721  1.615
H  -3.361  1.513  2.340
H  -4.733  -0.538  2.576
O  -4.724  -2.581  1.021
C  -4.312  -3.674  0.235
C  -4.050  -3.222  -1.202
H  -3.747  -4.059  -1.833
O  -2.991  -2.293  -1.232
H  -4.963  -2.765  -1.607
H  -5.117  -4.410  0.279
H  -3.391  -4.109  0.648
H  -1.657  -0.099  -1.246
H  -1.040  1.941  -0.506
H  2.953  2.553  0.993
H  1.876  3.273  2.197
H  2.657  4.298  0.996

The lowest unoccupied orbital energy comes out at 0.45 eV. The total energy is -1699.55710 Eh. For the frontier orbital gap, the calculation gives 8.1 eV. For the HOMO energy, the calculation gives -7.65 eV. For the energy above the lowest of the compared OMol25 structures with the same formula, charge and spin, the calculation gives 1.8755 eV.

No. 2
This record from OMol25 describes a molecular structure, C9H17Cl2NO2PZr. The level of theory is ωB97M-V with the def2-TZVPD basis set.

Element x y z (Å)
C  -2.329  1.828  -3.055
C  -1.829  1.194  -1.796
H  -1.730  2.692  -3.388
H  -3.357  2.215  -2.948
H  -2.327  1.115  -3.884
O  -1.812  1.886  -0.716
Cl  -3.077  -1.649  0.448
Zr  -1.419  0.019  0.140
P  0.369  -1.649  -1.223
C  2.147  -1.390  -1.533
C  0.455  -3.253  -0.309
H  -1.231  -2.355  -2.902
H  0.295  -3.320  -2.909
H  0.273  -1.669  -3.635
C  -0.136  -2.313  -2.849
H  -0.534  -3.458  0.123
H  0.746  -4.028  -1.027
H  2.523  -2.326  -1.963
H  2.650  -1.175  -0.584
H  1.194  -3.146  0.494
H  2.276  -0.560  -2.238
C  0.850  1.117  -0.191
O  1.657  1.922  -0.330
Cl  -0.023  -1.198  1.963
C  1.131  2.881  4.298
C  0.348  1.628  3.835
C  -0.618  1.732  2.771
N  -1.393  1.620  1.902
H  1.957  3.082  3.612
H  1.598  2.704  5.273
H  0.492  3.764  4.402
H  1.074  0.857  3.523
H  -0.216  1.232  4.693

The lowest unoccupied orbital energy (spin up / spin down) comes out at -17.09 / -17.11 eV. The total energy is -1865.95190 Eh. For the frontier orbital gap (spin up / spin down), the calculation gives 4.1 / 4.0 eV. For the HOMO energy (spin up / spin down), the calculation gives -21.14 / -21.14 eV. For the energy above the lowest of the compared OMol25 structures with the same formula, charge and spin, the calculation gives 4.5853 eV. Its net charge is +3.

No. 3
This record from OMol25 describes 5 unconnected molecules or ions with the total composition C23H34Cl15N2O3S2. The level of theory is ωB97M-V with the def2-TZVPD basis set.

Element x y z (Å)
C  2.455  -3.886  -1.341
C  2.408  -5.018  -2.342
S  1.207  -4.862  -3.699
C  1.539  -3.247  -4.448
C  0.993  -2.051  -3.733
C  1.861  -1.037  -3.350
C  1.442  0.110  -2.716
C  2.366  1.213  -2.277
C  3.863  1.037  -2.536
C  4.657  0.761  -1.240
C  4.015  -0.296  -0.352
N  4.200  -0.070  1.103
C  3.688  1.247  1.499
C  3.418  -1.080  1.746
C  3.990  -2.467  1.816
O  2.348  -0.841  2.226
N  0.121  0.239  -2.419
C  -0.372  1.413  -1.668
C  -0.520  1.044  -0.177
C  -1.476  1.956  0.575
C  -2.960  1.716  0.313
S  -3.683  0.303  1.124
O  -4.466  -0.431  0.184
O  -4.361  0.758  2.296
Cl  -2.173  -0.882  1.777
C  -0.760  -0.733  -2.754
Cl  -2.394  -0.554  -2.336
C  -0.359  -1.885  -3.434
Cl  -1.520  -3.030  -3.912
H  1.578  -3.862  -0.703
H  2.592  -2.914  -1.799
H  3.313  -4.043  -0.691
H  2.099  -5.925  -1.837
H  3.380  -5.222  -2.779
H  1.111  -3.279  -5.446
H  2.609  -3.122  -4.585
H  2.899  -1.197  -3.571
H  2.012  2.137  -2.724
H  2.230  1.324  -1.203
H  4.225  1.983  -2.923
H  4.125  0.305  -3.290
H  5.639  0.407  -1.532
H  4.818  1.712  -0.749
H  4.482  -1.249  -0.583
H  2.942  -0.428  -0.541
H  4.412  1.996  1.195
H  2.741  1.509  1.025
H  3.611  1.325  2.571
H  4.572  -2.687  0.926
H  3.155  -3.155  1.843
H  4.589  -2.567  2.711
H  -1.296  1.775  -2.096
H  0.329  2.229  -1.722
H  -0.739  -0.010  -0.070
H  0.463  1.190  0.268
H  -1.221  2.993  0.392
H  -1.287  1.805  1.637
H  -3.161  1.696  -0.751
H  -3.507  2.561  0.719
C  -7.312  3.100  1.955
Cl  -6.552  3.921  3.322
Cl  -8.942  2.592  2.377
Cl  -7.335  4.141  0.523
H  -6.734  2.218  1.726
C  -4.005  1.135  5.790
Cl  -2.402  0.709  5.174
Cl  -4.499  -0.009  7.033
Cl  -3.980  2.786  6.408
H  -4.718  1.084  4.976
C  -3.827  6.230  -0.892
Cl  -3.987  5.026  -2.190
Cl  -4.150  5.511  0.683
Cl  -2.235  6.979  -0.938
H  -4.569  6.996  -1.071
C  -1.391  -3.781  4.202
Cl  0.223  -3.937  4.901
Cl  -2.148  -5.364  4.020
Cl  -2.394  -2.703  5.168
H  -1.285  -3.349  3.217

The lowest unoccupied orbital energy comes out at -4.12 eV. The total energy is -8931.01774 Eh. For the frontier orbital gap, the calculation gives 7.6 eV. For the HOMO energy, the calculation gives -11.75 eV. Its net charge is +1.

No. 4
This record from OMol25 describes C4H7NO3S in the gas phase. The level of theory is ωB97M-V with the def2-TZVPD basis set.

Element x y z (Å)
C  0.435  -1.365  -0.443
C  -0.298  -0.485  0.198
C  1.975  -0.913  -0.369
C  -2.257  1.310  -0.769
N  1.874  0.020  0.782
O  -2.519  -1.446  -0.374
O  -2.452  0.101  1.584
O  0.528  0.552  0.794
S  -2.024  -0.217  0.235
H  -0.032  -2.182  -1.086
H  2.611  -1.653  -0.033
H  2.088  -0.262  -1.281
H  -1.383  1.759  -0.313
H  -2.225  1.229  -1.898
H  -3.188  1.726  -0.321
H  1.817  -0.605  1.668

The lowest unoccupied orbital energy comes out at 0.69 eV. The total energy is -835.12798 Eh. For the frontier orbital gap, the calculation gives 10.5 eV. For the HOMO energy, the calculation gives -9.82 eV. For the energy above the lowest of the compared OMol25 structures with the same formula, charge and spin, the calculation gives 3.6614 eV.

No. 5
This record from OMol25 describes a molecular structure, C23H44NOsP3S. The level of theory is ωB97M-V with the def2-TZVPD basis set.

Element x y z (Å)
Os  -0.101  0.148  -0.198
P  -1.713  0.652  1.611
P  -1.526  -1.054  -1.437
P  -0.410  2.113  -1.259
H  2.818  -0.471  1.357
C  2.301  0.483  1.260
C  1.216  0.831  2.041
H  0.785  0.192  2.818
C  -1.850  -0.382  3.137
C  -3.496  0.601  1.131
C  -1.665  2.312  2.427
C  -0.765  -2.071  -2.773
C  -2.578  -2.302  -0.596
C  -2.833  -0.136  -2.344
C  0.786  3.268  -0.526
C  -2.031  2.946  -1.021
C  -0.284  2.232  -3.088
H  2.835  1.280  0.737
H  1.005  1.895  2.119
H  -0.910  -0.378  3.703
H  -2.104  -1.420  2.885
H  -2.645  0.019  3.791
H  -3.736  -0.381  0.702
H  -3.743  1.399  0.419
H  -4.091  0.743  2.048
H  -0.653  2.731  2.432
H  -1.993  2.191  3.474
H  -2.348  3.022  1.941
H  -1.514  -2.214  -3.569
H  -0.471  -3.057  -2.382
H  0.123  -1.579  -3.200
H  -3.629  -2.154  -0.894
H  -2.518  -2.235  0.501
H  -2.277  -3.314  -0.914
H  -3.388  -0.872  -2.942
H  -2.406  0.623  -3.008
H  -3.524  0.328  -1.631
H  1.280  3.859  -1.310
H  1.548  2.716  0.036
H  0.255  3.940  0.165
H  -2.018  3.895  -1.580
H  -2.191  3.148  0.042
H  -2.852  2.329  -1.404
H  0.694  2.636  -3.382
H  -1.074  2.900  -3.480
H  -0.399  1.257  -3.582
C  3.192  0.786  -2.404
C  3.576  0.689  -3.770
C  4.836  1.139  -4.180
C  5.730  1.712  -3.260
C  5.364  1.764  -1.915
C  4.124  1.303  -1.482
S  1.642  0.081  -1.897
H  0.558  -1.512  0.566
H  2.872  0.236  -4.476
H  5.118  1.047  -5.226
H  6.700  2.079  -3.583
H  6.044  2.159  -1.167
H  3.872  1.306  -0.420
N  0.778  -2.592  0.687
C  0.309  -3.058  1.993
C  1.050  -2.601  3.071
C  0.614  -2.955  4.351
C  -0.577  -3.667  4.506
C  -1.347  -4.032  3.400
C  -0.904  -3.718  2.108
H  1.790  -2.774  0.586
H  0.317  -2.988  -0.136
H  1.929  -1.961  2.894
H  1.203  -2.658  5.221
H  -0.918  -3.937  5.512
H  -2.290  -4.556  3.546
H  -1.493  -3.966  1.217

The lowest unoccupied orbital energy (spin up / spin down) comes out at -12.62 / -15.94 eV. Its expectation value of S² is 6.045. The spin multiplicity is 5. The total energy is -2468.80426 Eh. For the frontier orbital gap (spin up / spin down), the calculation gives 6.1 / 3.9 eV. For the HOMO energy (spin up / spin down), the calculation gives -18.70 / -19.88 eV. Its net charge is +4.

No. 6
This record from OMol25 describes a molecular structure, C36H52BGeN9O3SSi3Tl. The level of theory is ωB97M-V with the def2-TZVPD basis set.

Element x y z (Å)
Tl  2.516  2.680  -2.236
C  3.279  -4.602  3.093
O  3.403  -3.473  2.200
C  3.211  -3.485  0.883
C  4.069  -4.363  0.067
C  4.082  -4.115  -1.342
C  3.312  -3.071  -1.939
C  2.456  -2.274  -1.145
C  1.494  -1.302  -1.741
N  1.562  -1.255  -3.050
N  0.517  -0.450  -3.551
C  0.949  0.588  -4.023
O  2.187  1.105  -4.037
C  -0.027  1.608  -4.601
C  0.369  2.946  -4.786
C  -0.524  3.930  -5.175
C  -1.865  3.461  -5.608
C  -2.267  2.217  -5.292
C  -1.374  1.306  -4.862
C  2.424  -2.610  0.258
O  1.469  -1.879  0.918
H  2.515  -5.327  2.832
H  3.190  -4.211  4.033
H  4.502  -5.503  2.964
H  4.558  -5.085  0.566
H  4.686  -4.750  -2.155
H  3.318  -2.947  -3.036
H  0.639  -0.860  -1.178
H  1.354  3.322  -4.625
H  -0.323  4.996  -5.023
H  -2.607  4.183  -5.806
H  -3.319  1.963  -5.218
H  -1.773  0.318  -4.626
C  -2.370  2.952  -1.059
C  -1.251  2.499  -1.780
N  -0.246  3.397  -1.706
N  -0.656  4.405  -0.946
C  -1.909  4.127  -0.494
B  0.054  5.751  -0.591
N  0.495  6.434  -1.882
C  -0.309  7.314  -2.568
C  0.330  7.699  -3.686
C  1.557  6.948  -3.743
N  1.625  6.224  -2.636
N  1.228  5.361  0.390
C  1.622  4.143  0.787
C  2.727  4.221  1.539
C  3.027  5.588  1.535
N  2.146  6.245  0.790
H  -3.295  2.519  -0.858
H  -1.200  1.635  -2.422
H  -2.362  4.888  0.187
H  -0.761  6.466  -0.072
H  -1.237  7.681  -2.193
H  -0.073  8.182  -4.499
H  2.391  6.828  -4.381
H  1.032  3.207  0.533
H  3.186  3.362  2.059
H  3.766  6.250  2.026
C  0.679  0.123  3.192
Si  -0.878  -0.302  2.274
C  -0.906  0.732  0.857
C  -2.191  -0.072  3.478
Ge  -0.029  -2.867  1.556
Si  -0.040  -4.334  6.226
C  -1.886  -3.898  6.230
C  0.866  -2.751  5.591
C  0.973  -5.570  6.197
Si  -0.865  -5.274  1.093
C  -2.680  -5.782  1.673
C  -0.975  -3.977  -0.247
C  0.288  -6.696  1.845
H  1.093  1.003  2.624
H  1.596  -0.701  3.093
H  0.525  0.513  4.038
H  -1.189  -0.029  -0.178
H  0.170  0.694  0.933
H  -1.087  1.865  0.817
H  -2.392  -0.386  4.850
H  -3.160  -0.439  3.019
H  -2.230  1.004  3.621
H  -1.985  -3.784  5.281
H  -2.063  -2.913  5.981
H  4.463  7.325  -3.659
H  0.472  -2.589  4.570
H  1.956  -3.708  5.209
H  0.908  -2.058  6.318
H  2.022  -5.433  6.392
H  0.841  -6.577  6.547
H  -2.145  10.275  -3.239
H  -3.600  -4.998  1.580
H  -2.499  -5.776  2.740
H  -3.026  -6.731  1.259
H  -1.819  -3.061  0.083
H  -0.017  -3.552  -0.759
H  -2.194  -4.433  7.097
H  0.374  -7.304  2.652
H  1.029  -6.012  1.764
H  0.461  -7.323  0.745
S  -3.147  -2.171  -2.147
C  -4.347  -2.181  -3.440
C  -5.238  -1.246  -3.094
N  -5.292  -0.716  -1.847
C  -4.187  -1.064  -1.266
H  -4.231  -2.641  -4.422
H  -5.997  -0.716  -3.964
H  -3.922  -0.852  -0.248

The lowest unoccupied orbital energy (spin up / spin down) comes out at 2.62 / 2.62 eV. Its expectation value of S² is 0.750. The spin multiplicity is 2. The total energy is -5661.55595 Eh. For the frontier orbital gap (spin up / spin down), the calculation gives 1.8 / 1.8 eV. For the HOMO energy (spin up / spin down), the calculation gives 0.87 / 0.87 eV. Its net charge is -2.

No. 7
This record from OMol25 describes C4H11N3O2S in the gas phase. The level of theory is ωB97M-V with the def2-TZVPD basis set.

Element x y z (Å)
C  1.234  1.232  -0.619
C  -0.056  1.737  0.140
C  0.796  -0.128  -0.975
C  2.204  -1.297  0.670
N  -0.555  0.463  0.698
N  -3.204  0.029  0.919
N  1.391  -1.231  -0.490
O  -2.197  0.435  -1.355
O  -1.601  -1.601  -0.065
S  -1.852  -0.163  -0.034
H  1.483  1.777  -1.559
H  2.034  1.139  0.036
H  0.074  2.340  1.023
H  -0.778  2.206  -0.607
H  0.027  -0.298  -1.851
H  1.571  -1.150  1.514
H  2.807  -2.305  0.880
H  3.051  -0.686  0.788
H  -3.475  -0.899  1.311
H  -3.966  0.514  0.332
H  1.013  -2.113  -0.758

The lowest unoccupied orbital energy (spin up / spin down) comes out at 0.39 / 0.39 eV. The total energy is -871.83594 Eh. For the frontier orbital gap (spin up / spin down), the calculation gives 8.6 / 8.6 eV. For the HOMO energy (spin up / spin down), the calculation gives -8.25 / -8.25 eV. For the energy above the lowest of the compared OMol25 structures with the same formula, charge and spin, the calculation gives 1.3385 eV.

No. 8
This record from OMol25 describes C15H15N3 in the gas phase. The level of theory is ωB97M-V with the def2-TZVPD basis set.

Element x y z (Å)
C  2.953  -0.835  -1.305
C  1.520  -1.296  -1.201
C  1.329  -2.495  -2.124
C  1.141  -1.626  0.317
C  0.100  -2.512  0.585
C  -0.384  -2.669  1.904
C  0.262  -2.056  2.970
C  1.425  -1.329  2.722
C  1.913  -1.180  1.395
H  3.152  0.121  -0.811
H  3.624  -1.565  -0.845
H  3.315  -0.741  -2.339
H  0.347  -2.958  -2.004
H  1.481  -2.228  -3.178
H  2.045  -3.298  -1.907
H  -0.392  -3.094  -0.186
H  -1.301  -3.221  2.074
H  -0.130  -2.151  3.996
H  1.922  -0.826  3.549
H  2.882  -0.687  1.291
C  -3.055  0.962  -2.183
C  -2.005  0.131  -1.796
C  -0.692  0.552  -1.989
C  -0.424  1.799  -2.538
C  -1.507  2.671  -2.934
C  -2.823  2.235  -2.755
N  0.956  1.954  -2.577
N  1.525  0.902  -2.098
N  0.668  -0.065  -1.701
H  -4.079  0.633  -2.046
H  -2.126  -0.847  -1.340
H  -1.373  3.659  -3.370
H  -3.704  2.850  -3.046

The lowest unoccupied orbital energy comes out at 0.76 eV. The total energy is -744.78468 Eh. For the frontier orbital gap, the calculation gives 9.4 eV. For the HOMO energy, the calculation gives -8.68 eV. For the energy above the lowest of the compared OMol25 structures with the same formula, charge and spin, the calculation gives 2.9802 eV.

No. 9
This record from OMol25 describes 2 unconnected molecules or ions with the total composition C3H11N2. The level of theory is ωB97M-V with the def2-TZVPD basis set.

Element x y z (Å)
C  -0.608  1.423  -1.736
C  -0.544  0.995  -0.426
N  -0.462  -0.426  -0.100
C  -1.525  -0.872  0.864
H  -0.282  0.846  -2.588
H  -0.897  2.455  -1.885
H  -0.731  1.632  0.423
H  -0.531  -0.971  -0.973
H  -1.350  -1.906  1.162
H  -1.467  -0.205  1.716
H  -2.493  -0.813  0.374
N  2.329  -0.421  0.657
H  2.903  -0.529  -0.172
H  2.690  -1.064  1.357
H  2.503  0.517  1.004
H  0.467  -0.662  0.323

The lowest unoccupied orbital energy (spin up / spin down) comes out at 0.65 / 0.56 eV. Its expectation value of S² is 0.754. The spin multiplicity is 2. The total energy is -230.26297 Eh. For the frontier orbital gap (spin up / spin down), the calculation gives 3.8 / 8.2 eV. For the HOMO energy (spin up / spin down), the calculation gives -3.19 / -7.62 eV. For the energy above the lowest of the compared OMol25 structures with the same formula, charge and spin, the calculation gives 1.9062 eV.